A cluster of 5 separate species, C21H36Br8O4 in total. Source: the OMol25 dataset; level of theory: wB97M-V/def2-TZVPD.

Spin multiplicity: 1
Relative energy (zero: lowest compared OMol25 entry of this formula, charge and spin), kcal/mol: 0.0
SMILES: COCCCCCCCCC1=CC(=O)OC1=O.BrCCBr.BrCCBr.BrCCBr.BrCCBr
LUMO level, hartree: -0.0316
HOMO-LUMO gap, Eh: 0.327

Last columns: bonded neighbours and bond lengths (Å).
Cartesian coordinates (Å):
1 C 5.07979 -0.57878 -1.18192  O2 1.408, H18 1.098, H19 1.091, H20 1.100
2 O 4.01012 -1.27366 -0.58568  C1 1.408, C3 1.414
3 C 2.95814 -1.57975 -1.48010  O2 1.414, C4 1.517, H21 1.101, H22 1.103
4 C 1.64193 -1.61765 -0.72655  C3 1.517, C5 1.536, H23 1.096, H24 1.095
5 C 0.46200 -1.98516 -1.63904  C4 1.536, C6 1.530, H25 1.092, H26 1.097
6 C -0.34122 -0.76986 -2.10543  C5 1.530, C7 1.543, H27 1.096, H28 1.098
7 C -1.02945 -0.01330 -0.95007  C6 1.543, C8 1.537, H29 1.096, H30 1.095
8 C -0.90630 1.51853 -0.99443  C7 1.537, C9 1.534, H31 1.097, H32 1.094
9 C 0.17349 2.10700 -0.07666  C8 1.534, C10 1.546, H33 1.097, H34 1.094
10 C 1.61765 2.16160 -0.62518  C9 1.546, C11 1.489, H35 1.093, H36 1.096
11 C 1.71262 2.65795 -2.02565  C10 1.489, C12 1.335, C16 1.498
12 C 1.98650 2.02926 -3.17147  C11 1.335, C13 1.481, H37 1.082
13 C 1.95634 3.01978 -4.27186  C12 1.481, O14 1.190, O15 1.393
14 O 2.13012 2.88794 -5.44140  C13 1.190
15 O 1.66672 4.26689 -3.72397  C13 1.393, C16 1.383
16 C 1.49091 4.10113 -2.36219  C11 1.498, O15 1.383, O17 1.188
17 O 1.20159 5.00230 -1.64395  C16 1.188
18 H 5.61701 -1.19841 -1.91232  C1 1.098
19 H 5.77058 -0.29617 -0.38632  C1 1.091
20 H 4.73038 0.33453 -1.68639  C1 1.100
21 H 3.14083 -2.55473 -1.95725  C3 1.101
22 H 2.92824 -0.82892 -2.28807  C3 1.103
23 H 1.46992 -0.63532 -0.27297  C4 1.096
24 H 1.74489 -2.32145 0.10634  C4 1.095
25 H -0.21342 -2.65778 -1.10547  C5 1.092
26 H 0.83429 -2.53284 -2.51397  C5 1.097
27 H -1.10563 -1.11831 -2.80887  C6 1.096
28 H 0.30427 -0.09444 -2.68226  C6 1.098
29 H -0.64673 -0.38430 0.00796  C7 1.096
30 H -2.09311 -0.27154 -0.95880  C7 1.095
31 H -0.75123 1.83347 -2.03395  C8 1.097
32 H -1.86321 1.95525 -0.69337  C8 1.094
33 H 0.20132 1.50809 0.84167  C9 1.097
34 H -0.11114 3.11817 0.22771  C9 1.094
35 H 2.12492 1.19577 -0.55160  C10 1.093
36 H 2.17563 2.86731 0.00109  C10 1.096
37 H 2.20449 0.98550 -3.35368  C12 1.082
38 Br -0.62189 -0.99857 3.18409  C39 1.944
39 C -1.33593 -0.25311 4.83094  Br38 1.944, C40 1.504, H42 1.086, H43 1.088
40 C -2.57097 0.57027 4.59038  C39 1.504, Br41 1.945, H44 1.088, H45 1.086
41 Br -2.16890 2.29361 3.78410  C40 1.945
42 H -0.53533 0.32208 5.28543  C39 1.086
43 H -1.58650 -1.10750 5.45538  C39 1.088
44 H -3.06268 0.78874 5.53598  C40 1.088
45 H -3.26750 0.07063 3.92408  C40 1.086
46 Br -3.70051 -3.41934 4.07083  C47 1.944
47 C -4.06951 -4.40847 5.70351  Br46 1.944, C48 1.506, H50 1.086, H51 1.088
48 C -4.39374 -3.49298 6.85456  C47 1.506, Br49 1.944, H52 1.087, H53 1.085
49 Br -2.81162 -2.54215 7.46358  C48 1.944
50 H -3.18552 -5.00657 5.90278  C47 1.086
51 H -4.91230 -5.06035 5.48541  C47 1.088
52 H -4.75689 -4.06289 7.70637  C48 1.087
53 H -5.12106 -2.73449 6.58274  C48 1.085
54 Br -0.31656 -4.73139 0.61018  C55 1.942
55 C -0.33569 -5.70476 2.29028  Br54 1.942, C56 1.503, H58 1.086, H59 1.088
56 C -0.13290 -4.76455 3.44495  C55 1.503, Br57 1.942, H60 1.089, H61 1.085
57 Br 1.70063 -4.13436 3.55794  C56 1.942
58 H 0.44392 -6.45759 2.22536  C55 1.086
59 H -1.30985 -6.18507 2.35332  C55 1.088
60 H -0.34004 -5.26583 4.38870  C56 1.089
61 H -0.75469 -3.87925 3.36080  C56 1.085
62 Br -1.02879 8.29238 -6.13177  C63 1.944
63 C -0.66173 6.41733 -5.77122  Br62 1.944, C64 1.505, H66 1.086, H67 1.088
64 C 0.05108 5.74343 -6.91319  C63 1.505, Br65 1.945, H68 1.088, H69 1.085
65 Br -1.13429 5.40203 -8.41712  C64 1.945
66 H -1.61791 5.95184 -5.55362  C63 1.086
67 H -0.03430 6.40026 -4.88253  C63 1.088
68 H 0.42971 4.77205 -6.60185  C64 1.088
69 H 0.86898 6.34642 -7.29426  C64 1.085